Here is a molecular structure, C32H56ClN8O4 at a distorted geometry from OMol25. Energies are from wB97M-V/def2-TZVPD.

The geometry in XYZ format:
```
101
Properties=species:S:1:pos:R:3:forces:R:3
Cl -15.716 -12.745 31.169 3.5337 -0.2941 1.0250
O -14.871 -12.990 30.001 -2.3415 0.4599 1.9512
O -15.781 -11.370 31.540 3.8109 -1.2752 -3.0878
O -17.081 -13.074 30.927 3.7002 4.9614 3.5104
O -15.055 -13.472 32.284 -5.3011 0.8926 -1.5087
C -17.748 -15.038 30.360 -2.8480 -4.0283 1.3553
C -19.254 -15.287 30.138 0.3589 -3.2640 -1.0216
C -19.590 -16.839 29.994 -0.0048 0.4363 -0.8992
C -18.960 -17.579 28.873 0.4239 1.0033 1.2461
N -18.465 -18.122 27.996 0.1593 -0.3808 -0.5533
H -17.078 -15.683 29.791 -0.5422 -0.0439 0.1281
H -17.486 -15.254 31.396 -0.1246 -0.1266 0.3813
H -17.612 -13.957 30.342 -0.9000 -4.0052 -2.5654
H -19.473 -14.739 29.222 -0.9387 -1.5370 -0.1684
H -20.001 -15.001 30.879 0.5613 0.6735 0.3457
H -20.629 -17.043 29.737 -0.4524 0.3988 0.6568
H -19.346 -17.282 30.960 -0.0068 -0.3470 -0.2080
C -15.404 -14.942 28.259 0.7818 1.6106 -1.5761
C -16.812 -14.759 27.683 -0.6515 -0.9343 -0.7218
C -17.177 -13.727 26.552 1.6026 -0.2968 -0.3995
C -16.176 -12.719 26.290 -0.4617 -0.1091 0.5660
N -15.475 -11.851 26.069 1.3097 0.7187 -0.6681
H -14.700 -15.170 27.458 0.1371 -0.2305 -0.0540
H -15.243 -15.662 29.062 -0.6791 -0.2706 -0.2195
H -15.093 -13.984 28.677 0.0150 -0.8302 -0.7715
H -17.424 -14.657 28.579 -0.2801 0.3108 -1.5105
H -17.036 -15.673 27.134 -0.4888 -0.4404 0.7181
H -18.145 -13.226 26.565 0.4357 -0.4097 0.4880
H -17.136 -14.212 25.577 -0.4138 -0.6824 0.0122
C -17.125 -10.402 28.027 -1.6680 0.7598 -0.4636
C -15.932 -10.645 28.873 1.0192 0.2820 -0.8631
C -15.694 -9.497 29.904 -0.1012 -2.2103 -3.1429
C -14.343 -9.567 30.492 -2.8554 1.4768 -1.5346
N -13.264 -9.551 30.875 -1.8156 8.0556 0.4790
H -17.398 -11.111 27.245 0.5604 -0.1356 0.3214
H -17.112 -9.466 27.467 -0.0091 0.3998 0.3764
H -17.979 -10.481 28.700 -0.1827 1.0583 -0.3079
H -15.060 -10.716 28.223 0.1633 -0.1936 0.0549
H -16.078 -11.642 29.290 0.1881 1.0351 -0.2790
H -16.462 -9.504 30.678 0.7845 -0.8496 -3.2435
H -15.873 -8.554 29.389 0.4355 0.2124 -0.0983
C -12.248 -13.121 30.446 3.4995 -2.4577 -3.6701
C -11.801 -14.193 29.394 -0.9700 1.0884 -0.4692
C -10.283 -14.280 29.135 -0.8293 -1.2210 1.4222
C -9.620 -13.054 28.801 -0.0369 0.9599 -0.7031
N -9.064 -12.093 28.510 0.1025 0.0010 0.0449
H -11.641 -12.221 30.346 1.2278 -2.6718 -1.6588
H -12.057 -13.471 31.461 1.3988 4.0927 -2.1642
H -13.291 -12.808 30.392 1.8191 -1.4296 -0.8457
H -12.154 -13.892 28.408 -0.5673 0.4572 -0.0109
H -12.349 -15.124 29.535 1.1660 -0.3071 -0.1415
H -10.142 -15.026 28.352 0.4522 -0.0095 0.1227
H -9.793 -14.560 30.067 0.2218 -0.6512 0.0003
C -14.386 -17.065 31.931 0.8325 -0.6044 0.8604
C -13.240 -16.160 31.373 -2.4160 0.5128 0.6936
C -13.050 -14.778 32.060 0.8764 -3.4557 1.1793
C -12.882 -14.695 33.511 -0.7471 -1.5152 -1.1970
N -12.756 -14.606 34.643 0.3148 -0.2790 1.1053
H -14.305 -17.129 33.016 0.1038 0.0507 0.2109
H -14.283 -18.100 31.603 0.2733 -0.0569 -0.2623
H -15.444 -16.861 31.764 0.2167 0.8843 -0.5001
H -13.596 -15.838 30.394 0.4039 -0.5482 -0.1239
H -12.277 -16.668 31.327 -0.2685 -0.2249 -0.1031
H -13.717 -13.987 31.718 0.7975 -1.8931 0.3365
H -12.106 -14.407 31.660 -0.2290 -3.7603 1.4745
C -17.509 -9.460 35.373 -0.5062 -1.1230 -0.3122
C -16.812 -10.606 34.617 -0.5723 0.9441 -0.3918
C -17.143 -10.673 33.083 -1.3183 0.5261 1.5911
C -16.594 -9.521 32.343 0.2968 1.9507 3.2826
N -16.122 -8.566 31.884 -1.5568 0.5141 4.3015
H -17.412 -9.722 36.427 -0.1756 0.4082 0.1503
H -18.554 -9.526 35.070 -0.2197 0.5659 0.3581
H -17.086 -8.474 35.185 -0.0733 -0.1262 -0.1399
H -17.097 -11.558 35.063 0.0342 -0.0236 -0.0422
H -15.774 -10.396 34.875 0.4248 -0.7192 -0.8885
H -18.183 -10.696 32.758 -0.8184 0.5713 1.1960
H -16.869 -11.609 32.596 -0.7106 1.0301 2.2223
C -19.769 -12.216 27.964 -2.0944 0.4809 -0.4658
C -18.876 -12.520 29.128 0.1346 0.1338 -0.1207
C -19.148 -11.755 30.442 -1.0843 -0.2427 0.2062
C -20.579 -11.750 30.822 -1.4674 0.7246 -0.0243
N -21.702 -11.694 31.126 1.7496 -0.2792 -0.4335
H -19.962 -11.193 27.641 0.7056 0.4385 0.3980
H -20.785 -12.513 28.226 -0.2488 -0.3359 0.0584
H -19.567 -12.731 27.025 0.0459 -0.1731 0.4395
H -17.837 -12.388 28.826 -0.2865 -0.1394 0.3756
H -19.035 -13.574 29.355 0.4483 1.8790 -0.3252
H -18.741 -10.744 30.443 -0.2806 0.1505 -0.0711
H -18.682 -12.260 31.289 -0.2811 0.2367 -0.3349
C -13.254 -11.758 35.345 0.6210 -0.0176 0.7751
C -12.607 -11.210 34.090 0.0664 0.2335 -0.7574
C -13.244 -11.904 32.886 0.9961 1.6485 -0.9029
C -12.802 -11.384 31.580 0.9152 -0.2195 4.0847
N -12.365 -11.031 30.588 1.5501 0.7475 0.6062
H -12.536 -12.478 35.737 -0.4783 -0.2475 0.1635
H -14.189 -12.279 35.139 -0.0136 0.1371 0.1813
H -13.362 -11.026 36.145 -0.3150 0.2295 -0.1328
H -11.545 -11.445 34.159 0.1307 0.1345 -0.3420
H -12.683 -10.138 33.906 -0.1572 0.1247 0.4007
H -14.314 -11.699 32.846 0.6425 -0.2354 1.0044
H -12.963 -12.957 32.883 -0.6600 1.2609 0.5396
```
Forces are in eV/Å.

Properties
- HOMO: -3.799 eV
- Molar mass: 652.305 Da
- HOMO-LUMO gap: 6.064 eV
- Energy above the lowest of the compared OMol25 structures with the same formula, charge and spin: 573.5 kcal/mol
- Charge: -1